{
  "formula": "C27H26ClN4O4S2",
  "method": "ωB97M-V/def2-TZVPD",
  "e_lumo_ha": 0.074,
  "gap_ev": 6.4,
  "total_energy_ha": -2821.0554,
  "charge": -1,
  "molar_mass_g_mol": 570.116,
  "symbols": ["C", "N", "C", "S", "N", "C", "C", "O", "C", "C", "C", "C", "C", "C", "N", "C", "C", "C", "C", "C", "C", "C", "C", "C", "O", "H", "H", "H", "H", "H", "H", "H", "H", "H", "H", "H", "H", "H", "H", "H", "H", "H", "H", "H", "H", "H", "N", "C", "C", "C", "C", "C", "S", "C", "Cl", "O", "O", "C", "C", "H", "H", "H", "H", "H"],
  "positions_angstrom": [[2.88038, 2.31648, 3.01790], [3.01835, 1.01612, 2.33220], [4.24122, 0.36250, 2.35440], [5.64049, 1.13012, 2.83588], [4.15692, -0.92831, 1.86619], [5.41065, -1.65531, 1.73602], [3.23639, -1.12675, 0.75757], [3.60786, -1.69728, -0.26977], [1.87475, -0.66787, 1.07551], [0.79231, -1.06096, 0.30676], [-0.58726, -0.70093, 0.73435], [-1.15395, 0.54725, 0.43151], [-2.35577, 0.97704, 1.01639], [-3.09674, 0.06866, 1.82161], [-4.34620, 0.39985, 2.27594], [-5.04946, 1.55484, 1.73424], [-4.11178, 2.73904, 1.56038], [-2.85079, 2.36615, 0.76704], [-5.23883, -0.61345, 2.81905], [-4.48658, -1.59768, 3.69575], [-3.25200, -2.17448, 2.99659], [-2.54478, -1.21252, 2.10522], [-1.35959, -1.60906, 1.49672], [1.87471, 0.15613, 2.31522], [1.06436, 0.14321, 3.24030], [1.88841, 2.71815, 2.76633], [2.98436, 2.24173, 4.10996], [3.65615, 2.97854, 2.63767], [5.20817, -2.68266, 1.43339], [6.05019, -1.19340, 0.97864], [5.92003, -1.60902, 2.69615], [0.89718, -2.04919, -0.21423], [-0.58421, 1.18055, -0.24114], [-5.49514, 1.30779, 0.75029], [-5.87081, 1.79929, 2.42854], [-4.63268, 3.55647, 1.05449], [-3.80194, 3.09045, 2.54968], [-2.02555, 3.06240, 0.98436], [-3.04339, 2.48519, -0.31217], [-6.01637, -0.07189, 3.38022], [-5.71762, -1.14257, 1.97666], [-4.17209, -1.06823, 4.60037], [-5.16614, -2.40387, 3.99417], [-2.54654, -2.58978, 3.73259], [-3.55626, -3.02983, 2.37893], [-0.95087, -2.60026, 1.70350], [3.32075, -0.63502, -9.39410], [2.88222, -0.48807, -8.31775], [2.31453, -0.30472, -7.00229], [1.88558, 0.95722, -6.57776], [1.31176, 1.13593, -5.31527], [1.15387, 0.02492, -4.48191], [0.33505, 0.11672, -2.87783], [1.51979, -0.35294, -1.60039], [2.81276, 0.79387, -1.55523], [-0.07822, 1.48982, -2.69699], [-0.67167, -0.92195, -2.91106], [1.61076, -1.23260, -4.87702], [2.19574, -1.39225, -6.13324], [2.02921, 1.80126, -7.25551], [0.99644, 2.13013, -4.99704], [1.92771, -1.38373, -1.77241], [1.50017, -2.08204, -4.20678], [2.56401, -2.36918, -6.43879]]
}

---

{
  "formula": "C27H26F3N2S",
  "method": "ωB97M-V/def2-TZVPD",
  "e_lumo_ha": -0.102,
  "gap_ev": 8.9,
  "total_energy_ha": -1851.5140,
  "charge": 1,
  "molar_mass_g_mol": 467.580,
  "relative_energy_kcal_mol": 0.0,
  "symbols": ["F", "C", "C", "C", "F", "C", "C", "C", "C", "C", "C", "C", "C", "F", "C", "C", "H", "H", "H", "H", "H", "H", "H", "H", "C", "C", "C", "C", "C", "C", "C", "N", "C", "C", "C", "C", "C", "C", "S", "C", "N", "H", "H", "H", "H", "H", "H", "H", "H", "H", "H", "H", "H", "H", "H", "H", "H", "H", "H"],
  "positions_angstrom": [[-4.66272, -0.15257, 2.75456], [-3.91518, 0.70344, 1.97248], [-4.40277, 1.99562, 1.78944], [-3.49783, 2.90215, 1.24791], [-3.96260, 4.13949, 0.84641], [-2.15063, 2.58899, 1.05419], [-1.76524, 1.23231, 1.03891], [-0.30738, 0.92883, 0.68627], [0.45643, 0.80476, 2.00137], [1.47355, 1.74276, 2.28524], [2.20934, 1.64989, 3.45992], [1.91302, 0.67285, 4.41484], [0.85720, -0.19302, 4.15430], [0.58440, -1.18696, 5.06748], [0.10488, -0.14899, 2.97800], [-2.67121, 0.27084, 1.49650], [-5.40698, 2.31188, 2.09182], [-1.42906, 3.37859, 0.81608], [0.05437, 1.87137, 0.27215], [1.68230, 2.53119, 1.55160], [3.02004, 2.35570, 3.63996], [2.45823, 0.59518, 5.35276], [-0.67195, -0.89530, 2.79013], [-2.39151, -0.77829, 1.58890], [-1.20572, 1.30114, -3.93472], [-1.10322, 1.40576, -2.39900], [-0.09246, 2.53003, -2.15885], [-2.54745, 1.78255, -2.04076], [-0.61546, 0.03730, -1.76000], [0.42821, -0.54907, -2.67396], [0.77774, -1.96283, -2.33199], [1.27028, -1.98284, -0.96658], [2.17810, -2.96315, -0.51937], [2.66115, -2.67139, 0.74332], [3.53197, -3.54632, 1.39014], [3.95357, -4.70498, 0.72050], [3.52992, -4.95665, -0.58857], [2.62572, -4.08720, -1.21952], [2.06572, -1.12196, 1.27126], [0.98928, -0.98838, -0.08172], [-0.01283, -0.05647, -0.28015], [-1.84335, 0.46044, -4.23435], [-1.67796, 2.21449, -4.31982], [-0.23409, 1.22861, -4.43685], [0.35666, 2.53576, -1.16475], [0.72976, 2.45336, -2.88217], [-0.58138, 3.50139, -2.31203], [-2.83015, 1.55484, -1.01639], [-2.68480, 2.85877, -2.22012], [-3.26238, 1.26694, -2.70023], [-1.49309, -0.63160, -1.68717], [0.05558, -0.57364, -3.69794], [1.32746, 0.09439, -2.67841], [-0.08623, -2.63130, -2.42487], [1.55800, -2.32876, -3.00298], [3.84673, -3.29034, 2.39214], [4.61645, -5.39729, 1.22484], [3.90725, -5.83449, -1.12093], [2.28228, -4.26779, -2.23921]]
}

---

{
  "formula": "C27H26FeO4S",
  "method": "ωB97M-V/def2-TZVPD",
  "e_lumo_ha": [0.179, 0.177],
  "gap_ev": [2.8, 5.6],
  "total_energy_ha": -3007.0564,
  "charge": -2,
  "molar_mass_g_mol": 502.413,
  "spin_multiplicity": 5,
  "s_squared": 6.11,
  "symbols": ["C", "C", "O", "C", "C", "S", "C", "C", "C", "C", "C", "C", "O", "O", "O", "H", "H", "H", "H", "H", "H", "H", "H", "H", "H", "H", "C", "C", "C", "C", "C", "Fe", "C", "C", "C", "C", "C", "C", "C", "C", "C", "C", "C", "C", "H", "H", "H", "H", "H", "H", "H", "H", "H", "H", "H", "H", "H", "H", "H"],
  "positions_angstrom": [[-0.99015, -4.32185, -0.95644], [-0.04397, -3.60385, -0.03562], [-0.02136, -2.21506, -0.48797], [0.79508, -1.43145, 0.26252], [0.71620, 0.04781, -0.08143], [2.53587, 0.66173, -0.12472], [2.63555, 0.70241, -1.92380], [2.32332, -0.43740, -2.65701], [2.31342, -0.36060, -4.04533], [2.60930, 0.85198, -4.66967], [2.90915, 1.98974, -3.92050], [2.93962, 1.91537, -2.53072], [2.63224, 2.02803, 0.33913], [3.51529, -0.30329, 0.28898], [1.52665, -1.92151, 1.10197], [-0.99654, -5.38426, -0.69988], [-2.02524, -3.96305, -0.85545], [-0.68125, -4.21193, -2.00168], [-0.41304, -3.64325, 0.99751], [0.97829, -3.99441, -0.10261], [0.45472, 0.11955, -1.13801], [2.07535, -1.36293, -2.13823], [2.08304, -1.25415, -4.61922], [2.58474, 0.91402, -5.75283], [3.13256, 2.94591, -4.39423], [3.18099, 2.77758, -1.91453], [-1.42280, -2.31297, 3.92053], [-0.20511, -2.10445, 3.16752], [0.20243, -0.72002, 3.31760], [-0.74333, -0.07718, 4.21627], [-1.74194, -1.06821, 4.59010], [-1.65609, -0.82261, 2.63644], [-3.44036, -0.01995, 2.34399], [-3.24254, -1.14316, 1.45670], [-2.10609, -0.84706, 0.61821], [-1.48976, 0.37166, 1.09485], [-0.20408, 1.00586, 0.63754], [-0.39158, 2.22590, -0.27530], [0.32068, 3.40192, -0.02559], [0.47557, 4.33555, -1.04797], [-0.07207, 4.09227, -2.30831], [-0.88714, 2.97512, -2.50682], [-1.09267, 2.06851, -1.46431], [-2.39029, 0.94307, 2.09384], [-1.90763, -3.27919, 4.04198], [0.38443, -2.89111, 2.71217], [1.13874, -0.29287, 2.96692], [-0.65478, 0.94307, 4.58823], [-2.53384, -0.92896, 5.31823], [-4.28286, 0.10466, 3.02198], [-3.89378, -2.00505, 1.31112], [-1.84924, -1.35039, -0.29919], [0.31407, 1.37911, 1.53093], [0.76044, 3.54167, 0.96020], [1.05982, 5.23457, -0.85157], [0.14431, 4.77139, -3.13299], [-1.35122, 2.79343, -3.47602], [-1.72743, 1.18614, -1.58827], [-2.28367, 1.94415, 2.49075]]
}